[1]
18
Properties=species:S:1:pos:R:3 method="wB97M-V/def2-TZVPD" de_lowest_ev=3.0342 e_tot_ha=-381.1739 largest_force_ev_per_a=5.173 gap_ev=9.306
O 0.8824 -0.9772 1.1636
N 2.0514 1.5361 -0.2622
N -0.4566 0.8715 -0.0304
C 1.1280 0.7371 -0.5063
C -0.8239 1.8061 1.0207
C 0.0726 -1.0178 0.1501
C -1.0583 -2.0058 0.0805
C 0.9216 -0.6448 -1.0701
H -1.1437 0.8439 -0.7788
H -0.1466 1.6578 1.8632
H 1.8493 -1.2154 -1.1268
H -1.8637 1.6599 1.3303
H 2.9626 1.3007 -0.6503
H -1.7081 -1.8751 0.9480
H 0.3796 -0.6083 -2.0217
H -0.7486 2.8264 0.6361
H -1.6413 -1.8740 -0.8345
H -0.6569 -3.0210 0.0887

[2]
17
Properties=species:S:1:pos:R:3 method="wB97M-V/def2-TZVPD" de_lowest_ev=1.9617 e_tot_ha=-305.9518 largest_force_ev_per_a=3.776 gap_ev=9.727
N 0.9189 0.3674 -0.5377
N 0.4561 -1.9969 -1.0377
C -0.5871 0.1922 1.1402
C -0.3025 0.8509 -0.0360
C 1.1114 -0.9166 -1.0843
C -1.1998 1.6037 -1.0257
C 0.2128 -0.8088 1.9000
H -0.0718 -1.8730 1.7049
H 1.3023 -0.8009 1.4805
H 1.4548 1.0029 -1.0143
H -2.1411 1.9102 -0.6483
H -0.6829 2.5144 -1.2149
H -0.4234 -1.8391 -0.6258
H -1.4935 0.4327 1.6130
H -1.0251 1.0367 -2.0923
H 2.2049 -1.0911 -1.4679
H 0.2662 -0.5849 2.9463

[3]
104
Properties=species:S:1:pos:R:3 method="wB97M-V/def2-TZVPD" de_lowest_ev=2.6478 spin_multiplicity=2 e_tot_ha=-9237.4242 largest_force_ev_per_a=1.249 charge=-2 gap_ev="4.956 / 5.234"
I -0.2048 1.5853 2.5568
Ru -0.1480 0.5221 0.0705
Br 0.7663 2.3447 5.9629
As 2.9831 1.3607 -3.4828
S 0.6213 2.4254 -1.0892
S 2.7534 3.3430 -4.1210
S 2.9923 -0.1834 -4.9188
S 0.9518 0.8331 -2.2874
P 3.2201 1.0087 0.7424
P -0.8869 -1.5639 0.7387
O 2.8181 2.3183 1.5953
O 1.9637 0.1547 0.7255
O 4.3154 0.2891 1.7063
O 3.9582 1.3272 -0.4922
N -1.9907 0.5450 -0.8177
C -2.8493 3.1107 0.1123
C -2.8632 -0.5145 -0.7494
C 4.0395 -1.9258 2.5646
C -2.2773 1.2555 -3.1460
C 5.0692 3.2906 1.7736
C 3.2699 4.3804 0.4217
C -4.5767 -2.7996 -0.6612
C -3.3282 -2.8044 -0.0594
C 0.0329 -3.0550 0.1598
C -4.1507 -0.5034 -1.3396
C -2.5595 2.2691 -4.0588
C -1.2876 -1.9028 2.5280
C 4.1747 -0.4498 2.9188
C -1.9389 -0.1164 -3.6652
C -5.4769 -4.0063 -0.6376
C -1.3471 2.8198 4.0757
C -2.7460 2.8097 -1.3522
C -1.3032 4.2754 6.0079
C 1.4191 -3.0660 0.7992
C -1.4263 -3.3671 2.9403
C -3.0390 4.5158 4.3644
C -2.4899 -1.6945 -0.0780
C -3.1459 4.6450 -4.6552
C -4.9673 -1.6123 -1.2865
C -2.3346 1.5417 -1.7786
C 3.0466 4.2323 2.9140
C 0.1526 -3.0128 -1.3636
C -2.9215 3.5425 -3.6550
C 3.5695 3.5437 1.6584
C 2.9912 0.0123 3.7542
C 5.4795 -0.2127 3.6743
C -2.4394 4.9233 5.5494
C -2.5522 -1.1296 2.9202
C -3.0323 3.7869 -2.2903
C -0.7777 3.2277 5.2637
C -2.4877 3.4771 3.6301
H 5.2972 2.7094 2.6685
H 3.0750 1.0711 4.0003
H -3.4828 2.3784 0.6229
H 2.9465 -0.5648 4.6827
H 3.1507 -2.0724 1.9527
H -2.9879 -3.7151 0.4241
H -6.3895 -3.8208 -0.0634
H 4.9108 -2.2551 1.9959
H -1.8652 3.0570 0.5830
H -0.8228 -3.0811 -1.8480
H -5.9441 -1.5609 -1.7599
H 1.9636 4.3510 2.8464
H -2.4626 2.0528 -5.1185
H -0.8233 4.5796 6.9276
H 5.4298 2.7456 0.9018
H -0.5178 -3.9417 2.7596
H 0.6286 -2.0832 -1.6858
H 5.5683 0.8362 3.9597
H 5.5136 -0.8255 4.5790
H 2.2010 4.5805 0.3505
H 5.5870 4.2513 1.8377
H -2.2507 -3.8540 2.4168
H -5.7828 -4.3034 -1.6441
H 1.3776 -3.1039 1.8908
H -2.5602 -0.9349 3.9962
H -2.9415 3.1756 2.6942
H -2.8515 5.7485 6.1166
H 2.0614 -0.1308 3.2073
H -0.5414 -3.9409 0.4538
H -3.3274 4.7744 -1.9459
H 3.5742 3.8502 -0.4801
H -4.0369 5.2294 -4.4125
H -1.3393 -0.0407 -4.5719
H -3.9294 5.0169 4.0064
H -2.2950 5.3301 -4.6710
H -1.3726 -0.6927 -2.9373
H 3.9520 -2.5333 3.4698
H -3.4410 -1.7081 2.6585
H 3.8055 5.3333 0.4819
H 3.2673 3.6321 3.8006
H 1.9446 -2.1495 0.5171
H -4.9699 -4.8584 -0.1816
H 6.3264 -0.4703 3.0368
H -4.4904 0.3886 -1.8495
H 3.5077 5.2164 3.0285
H -1.6457 -3.4227 4.0114
H -0.4387 -1.4733 3.0705
H 0.7740 -3.8415 -1.7133
H -2.8542 -0.6743 -3.8947
H -2.6218 -0.1688 2.4109
H -3.2583 4.1104 0.2731
H 2.0013 -3.9232 0.4498
H -3.2636 4.2434 -5.6625

[4]
24
Properties=species:S:1:pos:R:3 method="wB97M-V/def2-TZVPD" de_lowest_ev=1.9721 smiles=CCSC.CCSC e_tot_ha=-1034.5037 largest_force_ev_per_a=2.322 gap_ev=9.359
S 2.4891 0.5480 0.4159
S -2.5004 1.5410 1.3914
C 1.0741 0.0154 -0.5191
C -2.2063 -0.5721 -0.3841
C -1.3579 2.4156 0.2889
C 3.6874 -0.5983 -0.3196
C 0.4196 -1.3046 -0.0405
C -2.0337 -0.1796 1.1066
H -0.4294 -1.6059 -0.6770
H 4.5636 -0.6885 0.3443
H 0.3114 0.7976 -0.3409
H 1.2247 -2.0504 -0.1518
H -3.2606 -0.6231 -0.7044
H -2.7457 -0.6413 1.8174
H -1.7607 -1.5766 -0.4796
H -1.6675 0.1171 -1.0558
H 0.0869 -1.3004 1.0111
H -1.0098 -0.4229 1.4499
H -0.3543 1.9868 0.1287
H -1.2477 3.3890 0.7958
H 3.2655 -1.6040 -0.4839
H 1.2604 -0.0309 -1.6093
H -1.8303 2.5821 -0.6937
H 4.0215 -0.1941 -1.2900

[5]
55
Properties=species:S:1:pos:R:3 method="wB97M-V/def2-TZVPD" de_lowest_ev=0.9427 spin_multiplicity=5 e_tot_ha=-5816.4311 largest_force_ev_per_a=1.544 charge=-2 gap_ev="6.093 / 6.118"
Se 0.9414 1.4169 -3.2955
Cr -1.3712 0.6036 -0.1531
Cl -4.3948 -3.6010 -3.2576
Cl -1.8230 -0.9423 -1.9728
Si -1.9901 -1.1268 1.4551
Si 0.7573 0.6092 1.0519
N 5.4166 0.7708 -4.7661
C -2.8947 2.0199 -1.4512
C 0.3088 -2.2791 4.7784
C 4.7093 1.8672 -5.0659
C 1.2829 2.2368 1.8697
C 2.7168 1.1629 -3.8785
C 3.4091 2.1054 -4.6621
C -2.0753 -2.5368 -2.7614
C 1.5920 -0.6727 3.5340
C -1.5341 2.8592 0.1715
C 2.3123 -0.0202 0.2041
C 3.4643 0.0137 -3.5649
C -0.6088 -1.2922 2.7536
C 0.5692 -0.5394 2.5831
C 1.4693 -1.5259 4.6202
C -2.6960 2.3325 0.7935
C -2.2583 -2.8778 0.8168
C 4.7635 -0.1269 -4.0180
C -3.5655 -0.7652 2.4489
C -3.5367 1.8274 -0.2167
C -1.6661 2.6718 -1.2255
C -0.7138 -2.1589 3.8505
H -3.8049 -1.6040 3.1121
H 2.5465 0.5864 -0.6748
H 5.2263 2.6074 -5.6732
H -1.7507 -3.3433 -2.1228
H -4.4121 -0.6177 1.7719
H 5.3240 -1.0235 -3.7637
H 2.2764 -1.6122 5.3405
H 3.0116 -0.7653 -2.9644
H 2.5089 -0.0995 3.4199
H 2.9084 3.0219 -4.9490
H -3.0967 -2.9235 0.1153
H -1.3729 -3.2426 0.2891
H -0.9494 2.9784 -1.9724
H -4.5105 1.3845 -0.0749
H 2.1809 -1.0511 -0.1355
H 2.1578 2.0739 2.5073
H -3.4589 0.1379 3.0560
H -2.4624 -3.5543 1.6533
H -2.9190 2.3886 1.8477
H 0.4784 2.6398 2.4913
H -0.7662 3.4371 0.6559
H 1.5432 2.9902 1.1195
H 3.1567 0.0108 0.9017
H -1.7055 -2.4895 -3.7742
H 0.2098 -2.9588 5.6182
H -3.2894 1.7501 -2.4181
H -1.6146 -2.7538 3.9810

[6]
22
Properties=species:S:1:pos:R:3 method="wB97M-V/def2-TZVPD" de_lowest_ev=5.5119 e_tot_ha=-454.6265 largest_force_ev_per_a=4.700 gap_ev="7.369 / 8.103"
N 0.6920 -0.3627 1.1824
N -2.2600 1.0371 0.3576
N 0.6095 0.9877 0.7520
N -1.3150 0.9923 -0.6022
C 1.6175 -1.0410 0.2386
C -2.7689 -0.3119 0.7658
C -1.8191 -1.1417 -0.1084
C 2.1233 -0.0307 -0.7118
C 1.6190 1.2779 -0.1302
C -1.1040 -0.2780 -0.9334
H -2.7485 -0.4546 1.8094
H 1.1591 1.9649 -0.8736
H 3.2662 -0.0285 -0.7676
H -2.4952 1.8932 0.9208
H -0.3466 -0.7122 0.8859
H -0.4548 -0.4402 -1.8049
H 2.4232 1.7645 0.4017
H 1.0937 -1.9446 -0.1448
H -2.0711 -2.2682 -0.2280
H -3.7161 -0.4423 0.3642
H 2.4423 -1.2841 1.0860
H 1.7371 -0.2127 -1.7385